DFT (the ωB97M-V functional and the def2-TZVPD basis) results for a cluster of 12 separate species, C46H92F12O26 in total at a distorted geometry.

Geometry (Å):
C 7.99685 2.55459 -1.41725
C 8.17894 1.41246 -2.31680
O 8.13065 0.17881 -1.57247
C 7.04184 -0.63476 -1.61910
O 6.08008 -0.51381 -2.30243
C 7.26215 -1.81975 -0.68834
F 6.16872 -2.54902 -0.43204
F 8.02173 -2.61926 -1.45806
F 7.85092 -1.49994 0.45735
H 8.71966 2.58461 -0.61962
H 6.95481 2.49393 -1.01571
H 8.11000 3.53619 -1.98469
H 9.14980 1.48693 -2.78832
H 7.48695 1.48724 -3.15321
C -0.26801 -1.56134 5.00826
C 0.28935 -0.32139 5.69529
O 0.72968 0.71424 4.72854
C -0.20446 1.51620 4.30958
O -1.39737 1.45354 4.54327
C 0.35750 2.70997 3.56553
F 1.67220 2.63627 3.39759
F -0.35471 2.94501 2.47972
F 0.11412 3.74026 4.43968
H -0.32073 -2.27918 5.77823
H 0.42752 -1.93737 4.18886
H -1.20381 -1.34882 4.53169
H 1.17990 -0.58972 6.27905
H -0.47147 0.03231 6.37035
C -2.71165 7.11271 3.56778
C -3.29823 5.72482 3.76469
O -4.28194 5.47663 2.74442
C -3.90743 4.79251 1.63522
O -2.90986 4.15256 1.55619
C -4.90924 4.87304 0.51963
F -5.29631 6.09518 0.19462
F -4.45796 4.31124 -0.58049
F -5.98976 4.19384 0.99085
H -2.21787 7.12150 2.57817
H -1.92344 7.24284 4.28073
H -3.49031 7.91341 3.60702
H -3.88634 5.67617 4.66882
H -2.60267 4.93607 3.82327
C 3.87950 1.94753 -2.59365
C 3.60973 3.15751 -1.80072
O 4.51704 3.13255 -0.66490
C 3.94917 3.36728 0.50369
O 2.77886 3.59206 0.69513
C 5.00640 3.33968 1.69054
F 6.19204 3.85492 1.37099
F 4.50880 4.02256 2.71930
F 5.25783 2.04875 2.07218
H 3.63275 0.95318 -2.13505
H 4.91614 1.85415 -2.96389
H 3.20908 1.98918 -3.44603
H 2.56520 3.17913 -1.54581
H 3.89820 3.98837 -2.41981
C -4.99457 0.50478 -0.55309
O -4.95564 1.39355 -1.64137
C -3.85428 1.64322 -2.28203
O -2.75447 1.11071 -2.01975
O -3.99669 2.54311 -3.28777
C -2.81710 3.15982 -3.87335
H -4.93250 -0.52361 -0.90396
H -5.94000 0.68649 -0.08836
H -4.13755 0.63470 0.15683
H -2.72634 4.17771 -3.53389
H -3.05685 3.17205 -4.92071
H -1.96533 2.67896 -3.48037
C -2.70782 -2.44996 -2.21245
O -3.40307 -2.50674 -0.94566
C -4.03328 -3.64399 -0.51186
O -4.60307 -3.68942 0.54585
O -3.98329 -4.61826 -1.42456
C -4.53127 -5.87938 -1.01675
H -1.83911 -3.16074 -2.20554
H -2.35217 -1.44041 -2.39408
H -3.40065 -2.72322 -2.99084
H -4.16914 -5.95033 0.03416
H -4.04939 -6.65459 -1.61814
H -5.65096 -5.83900 -0.99830
C 7.56210 -6.29988 -3.84950
O 6.21451 -5.85071 -3.87630
C 5.85357 -5.18638 -2.71784
C 4.40328 -4.84132 -2.75618
O 4.16772 -3.97176 -3.84516
C 2.87240 -3.46927 -3.91334
H 8.20184 -5.41981 -3.75559
H 7.72115 -6.87171 -4.79659
H 7.91363 -6.97628 -3.02687
H 6.51611 -4.30256 -2.53316
H 6.04018 -5.82756 -1.83471
H 4.22244 -4.27611 -1.81650
H 3.81464 -5.82101 -2.78578
H 2.14241 -4.20196 -3.88258
H 2.63399 -2.88146 -4.77507
H 2.69188 -2.78445 -3.07770
C -0.13595 3.04203 -1.33104
O -0.36041 4.36038 -1.81969
C -0.48683 5.36558 -0.82636
C -1.81660 6.02466 -1.06597
O -2.11497 7.07218 -0.15826
C -1.80259 8.37148 -0.62651
H -0.01840 3.06131 -0.22933
H 0.73720 2.68887 -1.83700
H -0.94662 2.38855 -1.60673
H 0.30271 6.19751 -1.02085
H -0.31686 5.03367 0.16645
H -2.53235 5.24419 -1.01980
H -1.75587 6.47367 -2.04502
H -2.57245 8.63366 -1.39024
H -0.79492 8.35495 -0.98038
H -1.86621 8.99752 0.29194
C 0.44528 -0.19741 -2.48911
O 0.66930 0.07281 -3.80711
C -0.49999 -0.02283 -4.55071
C -0.13788 0.19472 -5.97556
O -1.35009 0.16910 -6.75443
C -1.22980 0.26728 -8.16281
H -0.12075 -1.13003 -2.33514
H -0.17953 0.57394 -2.07735
H 1.40887 -0.18267 -1.91479
H -1.20774 0.75641 -4.20367
H -1.00044 -0.98052 -4.35625
H 0.62641 -0.49898 -6.31257
H 0.36032 1.13784 -6.18806
H -0.68278 1.12174 -8.52236
H -2.24763 0.51714 -8.52398
H -0.90602 -0.64230 -8.65166
C 1.41035 -4.68057 2.86489
O 0.11172 -4.40344 3.11008
C -0.72480 -5.55127 3.07690
C -2.14181 -5.11150 3.01484
O -2.77813 -6.35025 2.66641
C -4.15740 -6.36685 2.95813
H 1.90727 -3.64140 2.67170
H 1.59284 -5.27930 1.90508
H 1.82527 -5.20031 3.74159
H -0.57261 -6.15310 4.00369
H -0.45215 -6.02356 2.10308
H -2.19880 -4.30478 2.25107
H -2.53370 -4.74212 4.00725
H -4.47368 -7.36016 2.89952
H -4.74631 -5.73069 2.28705
H -4.29363 -6.07415 4.02379
C -4.30536 1.25033 3.65105
O -4.01100 -0.05125 4.15630
C -4.56107 -1.06977 3.35012
C -3.91990 -2.43346 3.60383
O -4.23494 -3.09481 4.75771
C -3.94798 -2.45263 6.00707
H -5.41715 1.33195 3.62693
H -3.97045 1.44987 2.61051
H -3.95360 1.96935 4.31598
H -4.39344 -1.00854 2.22621
H -5.63934 -1.12953 3.53364
H -2.86135 -2.43608 3.36276
H -4.33136 -3.04710 2.78933
H -4.51660 -2.93524 6.78067
H -4.06786 -1.33757 6.09979
H -2.90096 -2.61892 6.14931
C -1.71094 0.31638 0.87359
O -0.45462 -0.29525 0.82678
C -0.35730 -1.65061 1.04556
C 0.93168 -2.27570 0.56675
O 2.07357 -1.79845 1.18775
C 2.65501 -0.65925 0.58019
H -2.35293 -0.24038 0.23035
H -1.51561 1.33893 0.51626
H -2.10533 0.44015 1.88035
H -1.17314 -2.13718 0.52547
H -0.47198 -1.96249 2.08985
H 1.06830 -2.05810 -0.50882
H 0.89717 -3.30535 0.72259
H 1.93714 0.14619 0.31459
H 3.15231 -0.96064 -0.29891
H 3.36045 -0.27867 1.33672

Atoms 1-6, force components in eV/Å:
C -1.5 2.0 0.3
C 0.4 -0.2 -1.2
O -0.7 -0.8 0.0
C 0.6 1.8 0.2
O -0.4 0.1 -0.3
C -0.2 -0.7 -0.5

Results
**HOMO level**: -9.3 eV
**Spin multiplicity**: 1
**Total charge**: 0
**E_tot**: -135029.879 eV
**Kohn-Sham gap**: 9.800 eV
**SMILES**: CCOC(=O)C(F)(F)F.CCOC(=O)C(F)(F)F.CCOC(=O)C(F)(F)F.CCOC(=O)C(F)(F)F.COC(=O)OC.COC(=O)OC.COCCOC.COCCOC.COCCOC.COCCOC.COCCOC.COCCOC

DFT (the ωB97M-V functional and the def2-TZVPD basis) results for a structure of composition C17H11BF14N3V at a distorted geometry.

Geometry (Å):
V 0.78462 -0.31201 0.15682
C 0.00930 1.94658 1.93749
N 1.08449 0.98300 1.67488
C 1.22307 0.07533 2.80482
C -0.06572 -0.75950 2.79931
N -0.38328 -0.96301 1.39822
C -1.35074 -1.83620 1.03981
C -2.40322 -2.30571 1.85627
F -2.55569 -1.80100 3.09778
C -3.32527 -3.24847 1.42429
F -4.29802 -3.63147 2.25267
C -3.24546 -3.78604 0.14327
F -4.12221 -4.70528 -0.26574
C -2.24176 -3.32910 -0.71008
F -2.14188 -3.81914 -1.94290
C -1.34295 -2.37839 -0.26507
F -0.38149 -1.93643 -1.12497
C 2.27958 1.70744 1.26301
C 2.05186 2.06826 -0.22442
N 0.88340 1.32992 -0.67325
C 0.27050 1.64665 -1.82615
C 0.76752 2.49134 -2.84507
F 1.98615 3.05160 -2.72130
C 0.04065 2.76885 -3.99293
F 0.55568 3.59272 -4.90865
C -1.21225 2.19685 -4.20305
F -1.90879 2.47337 -5.31017
C -1.74363 1.36162 -3.21926
F -2.95028 0.81201 -3.37542
C -1.01861 1.12260 -2.06869
F -1.57256 0.38983 -1.05815
H 0.19393 2.44851 2.89274
H -0.95639 1.44603 1.97425
H -0.02821 2.69229 1.14814
H 1.34709 0.61116 3.75576
H 2.09389 -0.56339 2.62136
H -0.86762 -0.22829 3.32972
H 0.09036 -1.71971 3.30704
H 3.14405 1.05083 1.37867
H 2.43546 2.60740 1.87350
H 2.93063 1.77902 -0.81501
H 1.90779 3.14991 -0.33621
F 2.22472 -0.90774 -1.44006
B 2.86655 -1.73770 -0.47524
F 3.55614 -0.88099 0.37170
F 3.59905 -2.69856 -1.03574
F 1.78956 -2.25501 0.33601

Atoms 1-6, force components in eV/Å:
V 0.6 -2.0 -1.7
C -0.4 0.2 0.0
N 0.6 0.7 1.2
C -0.1 -0.5 0.5
C 0.1 0.1 0.5
N -0.9 0.0 1.3

Results
**HOMO level (spin up / spin down)**: -8.3 / -8.4 eV
**Spin multiplicity**: 3
**Energy above the lowest of the compared OMol25 structures with the same formula, charge and spin**: 71.0 kJ/mol
**Total charge**: 0
**E_tot**: -86691.251 eV
**Kohn-Sham gap (spin up / spin down)**: 7.845 / 8.470 eV
**<S²>**: 2.02

DFT (the ωB97M-V functional and the def2-TZVPD basis) results for a structure of composition C2H9N4O at a distorted geometry.

Geometry (Å):
C -1.71388 0.31150 -0.09314
C 2.45661 -0.72133 0.47654
N -2.94065 0.51278 0.39450
N -0.72263 1.11309 0.17279
N 1.92977 0.08883 -0.36252
N -1.51374 -0.67430 -0.94659
O 3.68539 -0.93033 0.80580
H -0.80823 -0.52372 -1.65810
H -3.11789 1.09116 1.25305
H -3.62489 -0.21049 0.09292
H -0.73972 2.08551 0.60168
H 1.85341 -1.25731 1.24266
H 0.47071 0.60716 -0.11358
H 2.60221 0.45672 -1.06648
H -2.19106 -1.44520 -1.07566
H 4.37459 -0.50407 0.27614

Atoms 1-6, force components in eV/Å:
C -0.6 2.0 0.9
C -1.8 0.7 1.4
N -1.5 -0.7 0.8
N 4.4 0.4 -0.1
N 0.1 -0.4 -0.6
N -0.3 -1.9 -1.2

Results
**HOMO level**: -14.2 eV
**Spin multiplicity**: 1
**Energy above the lowest of the compared OMol25 structures with the same formula, charge and spin**: 148.0 kJ/mol
**Total charge**: +1
**E_tot**: -10221.716 eV
**Kohn-Sham gap**: 11.517 eV